ORCA calculation (the ωB97M-V functional and the def2-TZVPD basis) on a 3-piece molecular cluster, C23H43BrN2O4SSi overall.

Last column: Mulliken charge in e.
Cartesian coordinates (Å):
C  2.30  -1.40  1.96  -0.363
C  0.80  -2.01  2.17  -0.092
C  0.52  -3.44  1.41  -0.392
C  -1.10  -3.72  1.41  -0.388
O  -1.80  -3.32  0.18  -0.422
C  -1.95  -1.85  0.08  -0.106
C  -1.00  -0.95  -0.96  0.867
Si  0.31  -1.78  -2.16  0.201
C  0.25  -0.94  -3.93  -1.018
C  2.13  -1.58  -1.55  -0.576
C  0.00  -3.66  -2.47  -0.867
C  -1.19  0.71  -0.98  -0.065
C  -0.31  1.74  -1.91  -0.168
O  -0.14  3.10  -1.31  -0.371
C  1.20  3.63  -1.59  -0.150
C  2.32  3.34  -0.42  -0.948
C  -2.33  1.37  0.00  0.092
N  -2.78  2.79  0.23  -0.423
S  -4.04  2.90  1.48  0.121
N  -4.28  1.21  1.91  -0.410
C  -3.27  0.49  1.02  0.128
C  -3.10  -1.17  1.06  0.382
C  -4.10  -1.97  2.07  -0.657
C  -5.45  -2.39  1.17  -0.591
C  -6.57  -1.20  1.08  -0.575
Br  -7.22  -0.55  2.87  -0.182
H  3.04  -2.10  1.38  0.204
H  2.70  -1.11  3.05  0.065
H  2.17  -0.36  1.40  -0.069
H  0.04  -1.16  1.91  -0.017
H  0.65  -2.22  3.34  0.390
H  0.99  -4.28  2.12  0.420
H  1.05  -3.56  0.38  -0.090
H  -1.53  -3.26  2.40  0.183
H  -1.24  -4.90  1.50  0.284
H  0.28  -1.75  -4.79  0.352
H  -0.80  -0.36  -4.03  0.229
H  1.10  -0.13  -4.01  0.243
H  2.79  -1.31  -2.51  0.359
H  2.50  -2.63  -1.20  0.312
H  2.23  -0.73  -0.75  -0.112
H  -1.17  -3.85  -2.60  0.243
H  0.47  -3.94  -3.52  0.314
H  0.39  -4.35  -1.61  0.241
H  0.80  1.37  -2.13  0.111
H  -0.86  1.93  -2.95  0.183
H  1.09  4.82  -1.66  0.195
H  1.63  3.31  -2.66  0.214
H  2.97  2.38  -0.65  0.184
H  3.10  4.24  -0.39  0.347
H  1.88  3.27  0.66  0.237
H  -3.69  -2.98  2.49  0.304
H  -4.37  -1.25  2.96  0.409
H  -5.88  -3.42  1.57  0.314
H  -5.06  -2.62  0.06  0.253
H  -6.23  -0.32  0.35  0.272
H  -7.52  -1.68  0.55  0.405
C  -0.32  5.08  -5.76  -1.075
C  0.55  5.57  -4.62  -0.115
O  1.70  4.75  -4.50  -0.494
H  -0.62  4.04  -5.60  0.241
H  -1.21  5.70  -5.86  0.323
H  0.24  5.11  -6.71  0.332
H  0.00  5.52  -3.68  0.248
H  0.87  6.60  -4.78  0.283
H  2.19  4.81  -5.35  0.284
C  5.38  0.03  6.55  -1.082
C  4.27  -0.73  5.84  -0.216
O  4.39  -0.56  4.44  -0.497
H  5.33  1.10  6.30  0.279
H  5.30  -0.08  7.63  0.335
H  6.36  -0.33  6.23  0.333
H  3.29  -0.35  6.15  0.287
H  4.32  -1.79  6.08  0.265
H  5.26  -0.91  4.18  0.264

2S+1 = 1
Orbital gap = 6.62 eV
Total charge = 0
SMILES string = CCCCOc1c([Si](C)(C)C)c(COCC)c2nsnc2c1CCCBr.CCO.CCO



ORCA calculation (the ωB97M-V functional and the def2-TZVPD basis) on a 15-piece molecular cluster, C51H116N15O15 overall.

Last column: Mulliken charge in e.
Cartesian coordinates (Å):
C  1.02  1.06  1.21  -0.453
C  0.42  -0.34  0.94  2.603
C  -1.11  -0.20  0.76  -0.611
C  -1.59  0.34  -0.58  0.733
C  -0.92  -0.43  -1.72  -0.328
C  0.61  -0.53  -1.57  2.032
N  0.99  -0.96  -0.24  1.049
O  2.31  -1.39  -0.13  0.840
C  1.20  0.82  -2.05  0.083
C  1.06  -1.59  -2.57  -1.115
C  0.58  -1.24  2.16  0.257
H  0.74  1.41  2.21  0.675
H  0.70  1.78  0.45  -0.682
H  2.11  1.01  1.15  -0.682
H  -1.54  0.47  1.51  1.044
H  -1.62  -1.16  0.94  -1.243
H  -1.30  1.40  -0.61  -0.380
H  -2.68  0.26  -0.67  -0.141
H  -1.19  0.04  -2.68  -0.517
H  -1.42  -1.39  -1.89  0.321
H  0.51  1.63  -1.81  -0.509
H  1.42  0.83  -3.12  0.074
H  2.16  1.10  -1.59  -0.249
H  2.13  -1.74  -2.67  -0.422
H  0.64  -1.37  -3.57  -0.129
H  0.63  -2.57  -2.33  0.072
H  0.05  -0.93  3.05  0.323
H  1.62  -1.44  2.42  -1.074
H  0.11  -2.19  1.87  -1.746
C  4.82  0.20  2.44  -0.486
C  5.19  1.12  1.30  0.729
O  6.12  1.90  1.52  -0.767
N  4.59  1.00  0.11  1.480
C  4.82  1.90  -1.00  -1.288
H  3.88  -0.31  2.21  -0.269
H  4.87  0.76  3.36  0.208
H  5.57  -0.58  2.54  0.455
H  3.85  0.32  -0.03  -1.149
H  5.09  1.39  -1.92  0.028
H  5.59  2.63  -0.77  0.542
H  3.91  2.46  -1.20  0.310
C  5.90  -2.06  -0.30  -0.469
C  5.77  -1.64  -1.75  0.584
O  6.68  -1.90  -2.55  -0.766
N  4.65  -1.02  -2.11  1.134
C  4.40  -0.51  -3.44  -1.189
H  4.89  -2.27  0.07  -0.077
H  6.37  -1.30  0.32  0.134
H  6.44  -3.00  -0.18  0.430
H  3.86  -1.00  -1.47  -1.037
H  4.14  -1.27  -4.18  0.282
H  5.31  0.02  -3.75  0.457
H  3.54  0.15  -3.43  0.325
C  2.13  4.02  -3.30  0.555
C  2.13  4.77  -4.62  0.385
O  1.29  4.54  -5.48  -0.839
N  3.10  5.69  -4.79  -0.110
C  3.24  6.59  -5.91  -0.975
H  2.81  4.50  -2.59  0.215
H  2.47  3.01  -3.54  0.001
H  1.13  4.07  -2.87  -0.625
H  3.80  5.73  -4.07  0.279
H  2.30  6.96  -6.32  0.305
H  3.72  6.10  -6.77  0.314
H  3.84  7.43  -5.58  0.366
C  3.26  3.50  3.46  0.311
C  2.32  4.60  3.03  0.269
O  1.75  5.26  3.90  -0.765
N  2.17  4.87  1.72  0.175
C  2.87  4.21  0.65  -0.664
H  4.31  3.80  3.47  0.505
H  3.15  2.65  2.79  -0.383
H  2.98  3.19  4.46  -0.169
H  1.56  5.63  1.47  0.203
H  3.89  3.91  0.88  0.521
H  3.06  4.93  -0.15  0.203
H  2.34  3.34  0.23  -0.082
C  2.72  -4.12  1.90  -0.044
C  2.84  -4.91  0.64  0.567
O  2.86  -6.14  0.63  -0.759
N  2.79  -4.20  -0.50  0.481
C  2.79  -4.75  -1.83  -0.943
H  1.73  -4.25  2.33  -0.033
H  2.84  -3.04  1.75  -0.345
H  3.47  -4.44  2.62  0.449
H  2.52  -3.21  -0.52  -0.651
H  3.38  -5.65  -1.98  0.409
H  3.33  -4.06  -2.49  0.235
H  1.81  -4.91  -2.29  0.275
C  -2.85  -2.31  3.01  -0.092
C  -3.74  -3.01  4.01  0.176
O  -4.61  -2.45  4.64  -0.677
N  -3.46  -4.33  4.22  -0.078
C  -4.08  -5.03  5.32  -1.137
H  -2.22  -1.56  3.48  0.125
H  -3.38  -1.81  2.20  0.351
H  -2.12  -3.01  2.58  -0.091
H  -2.70  -4.78  3.75  0.283
H  -5.15  -5.20  5.19  0.306
H  -4.00  -4.40  6.21  0.355
H  -3.62  -6.00  5.51  0.402
C  -4.01  -2.16  -8.05  -1.208
C  -3.10  -2.04  -6.86  0.689
O  -3.57  -1.94  -5.73  -0.582
N  -1.76  -2.12  -7.06  -0.161
C  -0.79  -2.26  -5.98  -0.385
H  -4.22  -3.20  -8.34  0.299
H  -3.66  -1.64  -8.95  0.370
H  -4.96  -1.72  -7.75  0.315
H  -1.46  -2.48  -7.95  0.255
H  -0.79  -1.35  -5.39  -0.280
H  0.16  -2.52  -6.43  0.400
H  -1.07  -3.04  -5.26  0.273
C  -5.50  1.69  -0.71  0.103
C  -5.95  2.43  0.57  0.292
O  -6.48  1.79  1.47  -0.707
N  -5.78  3.76  0.62  -0.047
C  -5.10  4.63  -0.30  -0.203
H  -5.71  2.26  -1.62  0.503
H  -6.09  0.78  -0.77  0.124
H  -4.43  1.53  -0.58  -0.206
H  -6.19  4.18  1.44  0.269
H  -4.35  5.23  0.21  0.408
H  -5.77  5.29  -0.86  0.268
H  -4.60  4.05  -1.08  -0.267
C  2.30  -0.31  5.41  0.175
C  3.17  0.71  6.14  0.629
O  4.39  0.63  6.00  -0.702
N  2.56  1.75  6.72  -0.153
C  3.25  2.63  7.66  -0.923
H  1.27  0.02  5.28  0.275
H  2.30  -1.27  5.92  0.064
H  2.70  -0.54  4.42  -0.500
H  1.56  1.75  6.66  0.190
H  2.77  2.64  8.63  0.340
H  3.26  3.62  7.20  0.275
H  4.27  2.28  7.82  0.319
C  -1.39  4.84  -0.52  -0.157
C  -0.43  5.98  -0.80  0.393
O  0.21  6.49  0.11  -0.788
N  -0.37  6.42  -2.08  0.034
C  0.55  7.46  -2.47  -0.972
H  -1.52  4.76  0.56  0.563
H  -1.04  3.95  -1.04  -0.516
H  -2.39  5.03  -0.88  0.088
H  -0.79  5.83  -2.79  0.316
H  1.59  7.09  -2.46  0.249
H  0.51  8.31  -1.79  0.316
H  0.41  7.79  -3.49  0.385
C  -3.84  -6.42  1.23  -1.370
C  -3.23  -5.33  0.39  0.904
O  -3.87  -4.77  -0.50  -0.788
N  -1.94  -5.05  0.59  -0.043
C  -1.12  -4.09  -0.18  -0.013
H  -3.08  -7.19  1.37  0.399
H  -4.71  -6.85  0.74  0.388
H  -4.11  -6.12  2.25  0.164
H  -1.49  -5.46  1.39  0.255
H  -0.62  -3.47  0.56  -0.578
H  -1.73  -3.58  -0.92  0.222
H  -0.33  -4.64  -0.69  0.404
C  0.69  -3.86  9.44  -1.034
C  0.82  -3.33  8.04  0.623
O  1.93  -3.21  7.53  -0.616
N  -0.31  -3.20  7.31  -0.104
C  -0.24  -2.80  5.91  -0.283
H  1.34  -4.71  9.63  0.291
H  -0.31  -4.19  9.73  0.316
H  0.98  -3.06  10.13  0.252
H  -1.18  -3.41  7.77  0.232
H  -1.22  -3.05  5.50  -0.162
H  0.41  -3.48  5.37  0.398
H  -0.05  -1.74  5.76  0.123
C  -2.85  2.31  -3.23  -0.548
C  -1.86  3.25  -3.85  0.324
O  -1.89  4.46  -3.61  -0.850
N  -0.95  2.77  -4.72  0.209
C  -0.91  1.43  -5.30  -0.668
H  -2.51  1.82  -2.32  -0.329
H  -3.32  1.58  -3.89  0.560
H  -3.69  2.93  -2.93  0.274
H  -0.28  3.45  -5.06  0.189
H  -0.88  1.42  -6.38  0.493
H  -1.75  0.80  -5.04  -0.028
H  -0.02  0.95  -4.90  0.112
C  -4.44  -1.34  -0.72  0.282
C  -5.78  -1.69  -1.29  0.339
O  -6.55  -0.80  -1.65  -0.809
N  -6.05  -3.00  -1.52  0.030
C  -7.28  -3.46  -2.10  -1.062
H  -3.99  -2.12  -0.09  -0.324
H  -4.49  -0.40  -0.19  0.206
H  -3.68  -1.31  -1.50  0.023
H  -5.33  -3.67  -1.27  0.201
H  -7.82  -4.14  -1.44  0.319
H  -7.08  -3.97  -3.04  0.312
H  -8.00  -2.67  -2.32  0.358

2S+1 = 1
Orbital gap = 5.80 eV
Total charge = -1



ORCA calculation (the ωB97M-V functional and the def2-TZVPD basis) on an isolated ion of composition C4H11N6 and charge +1.

Last column: Mulliken charge in e.
Cartesian coordinates (Å):
C  1.13  -1.42  -0.23  0.460
C  0.45  0.90  -0.51  0.689
C  -0.96  -0.97  0.72  -0.142
C  -1.93  1.37  -0.13  -1.097
N  -0.02  -1.83  0.23  -0.609
N  1.41  -0.07  -0.52  -0.261
N  -0.69  0.59  -0.07  -0.110
N  2.11  -2.33  -0.46  -0.434
N  0.79  2.11  -1.01  -0.397
N  -1.00  -0.80  2.08  -0.371
H  -1.98  -1.20  0.44  0.428
H  -2.65  0.60  0.04  0.314
H  -1.76  1.89  -1.04  0.532
H  -1.97  2.07  0.80  0.283
H  2.28  0.14  -1.02  0.275
H  1.77  -3.24  -0.40  0.287
H  2.75  -2.04  -1.29  0.247
H  1.72  2.33  -1.02  0.173
H  0.23  2.87  -1.40  0.188
H  -1.65  -0.06  2.37  0.264
H  -0.02  -0.89  2.43  0.280

2S+1 = 1
Orbital gap = 10.65 eV
Total charge = +1
SMILES string = CN1C(=[NH2+])NC(N)=N[C@H]1N



ORCA calculation (the ωB97M-V functional and the def2-TZVPD basis) on one molecule with the formula C4H7NOS.

Last column: Mulliken charge in e.
Cartesian coordinates (Å):
C  -0.61  0.56  1.27  -0.597
C  -0.16  -0.31  0.16  0.402
C  0.99  -0.29  -1.64  -0.281
C  1.33  -0.45  -0.13  -0.116
H  -2.37  1.08  1.90  0.307
H  -0.36  0.11  2.25  0.307
H  -0.16  1.57  1.18  0.310
H  -0.55  -1.36  0.34  0.237
H  -1.14  -0.33  -1.71  0.269
H  1.16  -1.22  -2.24  0.247
H  1.61  0.50  -2.07  0.249
N  -0.37  0.17  -1.23  -0.523
O  -2.04  0.56  1.15  -0.511
S  2.66  -0.58  0.76  -0.301

2S+1 = 1
Orbital gap = 8.56 eV
Total charge = 0
SMILES string = OC[C@H]1NCC1=S



Max |F| / hartree/bohr: 0.1272, 0.0476, 0.1019, 0.0261